1.
Computed, not measured: a cluster of 2 separate species, C3H13BrSi3 in total at a distorted geometry, with wB97M-V/def2-TZVPD.

Computed properties:
- gap between HOMO and LUMO (eV) = 6.69
- E_LUMO (eV) = -1.259
- M (Da) = 213.299
- E_HOMO (eV) = -8.0
- ΔE to the lowest compared entry with this formula, charge and spin (kJ/mol) = 194.2
- 2S+1 = 1

Geometry (Å):
C -2.659 0.663 0.984
C -0.790 0.624 -1.301
C -1.662 -2.184 -0.013
Si 4.318 0.332 -0.363
Si 0.701 -0.023 1.480
Si -1.210 -0.352 0.262
Br 0.618 2.333 1.765
H -3.546 0.550 0.442
H -2.834 0.313 1.997
H -2.538 1.666 0.990
H 0.116 0.310 -1.754
H -1.688 0.546 -2.081
H -0.903 1.776 -1.253
H -2.156 -2.655 0.804
H -2.330 -2.336 -0.765
H -0.757 -2.717 -0.320
H 3.829 -1.077 0.048
H 5.687 0.173 0.138
H 4.199 0.848 -1.690
H 3.606 1.210 0.630

Results of the natural (NBO) charge analysis, in e, for atoms 1 through 2: -1.04, -1.11

***

2.
Computed, not measured: a cluster of 2 separate species, C3H13N2O in total, with wB97M-V/def2-TZVPD.

Computed properties:
- gap between HOMO and LUMO (spin up / spin down) (eV) = 3.63 / 10.74
- E_LUMO (spin up / spin down) (eV) = 0.772 / 0.480
- expectation value of S² = 0.751
- M (Da) = 93.150
- E_HOMO (spin up / spin down) (eV) = -2.9 / -10.3
- ΔE to the lowest compared entry with this formula, charge and spin (kJ/mol) = 53.0
- 2S+1 = 2

Geometry (Å):
N -2.524 2.108 0.854
C -1.912 0.856 1.131
O -1.521 0.087 -0.037
H -1.944 2.731 0.310
H -3.440 2.008 0.429
H -0.998 1.002 1.692
H -2.604 0.246 1.704
H -1.988 0.406 -0.819
C 1.288 -2.086 -0.597
N 1.227 -0.727 -0.011
C 2.050 0.279 -0.732
H 0.697 -2.757 0.020
H 0.863 -2.074 -1.601
H 2.323 -2.419 -0.625
H 1.536 -0.784 1.016
H 0.238 -0.411 -0.016
H 3.089 -0.033 -0.716
H 1.915 1.237 -0.235
H 1.705 0.330 -1.766

Results of the natural (NBO) charge analysis, in e, for atoms 1 through 2: -0.84, 0.04

***

3.
Computed, not measured: a cluster of 2 separate species, C3H13N2O in total at a distorted geometry, with wB97M-V/def2-TZVPD.

Computed properties:
- gap between HOMO and LUMO (eV) = 10.10
- E_LUMO (eV) = -3.034
- total charge = +1
- M (Da) = 93.150
- E_HOMO (eV) = -13.1
- ΔE to the lowest compared entry with this formula, charge and spin (kJ/mol) = 81.2
- 2S+1 = 1

Geometry (Å):
C -0.800 -0.830 -1.258
C -1.275 -1.142 0.147
C -1.463 0.256 0.824
N -0.148 0.934 1.224
N 0.465 -0.166 -1.285
H -1.607 -0.344 -1.814
H -0.656 -1.775 -1.789
H -0.757 -1.831 0.827
H -2.283 -1.570 0.213
H -1.848 0.971 0.116
H -2.017 0.222 1.763
H 0.378 0.278 1.804
H -0.079 1.851 1.661
H 0.834 0.195 -2.153
H 0.379 0.951 0.322
H 1.272 -0.540 -0.804
H 3.520 0.387 0.617
H 3.270 1.348 -0.534
O 2.813 0.805 0.119

Results of the natural (NBO) charge analysis, in e, for atoms 1 through 2: -0.24, -0.44

***

4.
Computed, not measured: a cluster of 2 separate species, C3H13N2O in total at a distorted geometry, with wB97M-V/def2-TZVPD.

Computed properties:
- gap between HOMO and LUMO (spin up / spin down) (eV) = 13.83 / 7.77
- E_LUMO (spin up / spin down) (eV) = -7.186 / -13.236
- expectation value of S² = 0.754
- total charge = +2
- M (Da) = 93.150
- E_HOMO (spin up / spin down) (eV) = -21.0 / -21.0
- ΔE to the lowest compared entry with this formula, charge and spin (kJ/mol) = 251.7
- 2S+1 = 2

Geometry (Å):
N -1.150 -1.090 -0.338
C 0.278 -1.657 -0.017
C 1.245 -0.620 -0.579
N 0.780 0.751 -0.196
C 1.198 0.945 1.234
H -1.231 -0.054 -0.054
H -1.131 -1.177 -1.392
H -1.822 -1.517 0.051
H 0.411 -1.667 1.096
H 0.503 -2.552 -0.506
H 2.175 -0.777 -0.065
H 1.335 -0.756 -1.682
H 1.274 1.481 -0.705
H 0.347 0.420 1.894
H 1.426 1.904 1.543
H 2.073 0.414 1.623
H -2.865 1.470 -0.204
H -1.517 2.258 0.007
O -1.839 1.364 -0.211

Results of the natural (NBO) charge analysis, in e, for atoms 1 through 2: -0.67, -0.22

***

5.
Computed, not measured: a cluster of 3 separate species, C3H13N2O3 in total at a distorted geometry, with wB97M-V/def2-TZVPD.

Computed properties:
- gap between HOMO and LUMO (eV) = 7.99
- E_LUMO (eV) = 3.866
- total charge = -1
- M (Da) = 125.148
- E_HOMO (eV) = -4.1
- ΔE to the lowest compared entry with this formula, charge and spin (kJ/mol) = 79.8
- 2S+1 = 1

Geometry (Å):
C -0.103 -0.062 0.836
N -0.299 0.940 -0.194
C 1.091 0.961 -0.796
O 2.140 1.435 -0.141
C -0.481 -1.436 0.370
N -1.954 -1.703 0.168
H 0.939 0.046 1.134
H -0.737 0.283 1.632
H -0.346 1.835 0.195
H 1.007 -0.102 -1.204
H 0.937 1.523 -1.775
H -0.116 -1.600 -0.641
H 0.074 -2.163 1.052
H -2.328 -1.571 1.107
H -2.434 -1.108 -0.501
H -1.887 1.004 -0.812
H -2.682 1.144 -2.070
O -2.776 0.976 -1.109
H 2.883 0.286 0.276
H 3.774 -0.109 1.575
O 3.298 -0.580 0.899

Results of the natural (NBO) charge analysis, in e, for atoms 1 through 2: -0.28, -0.70

***

6.
Computed, not measured: a cluster of 3 separate species, C3H13N2O3 in total at a distorted geometry, with wB97M-V/def2-TZVPD.

Computed properties:
- gap between HOMO and LUMO (spin up / spin down) (eV) = 5.88 / 5.45
- E_LUMO (spin up / spin down) (eV) = -12.828 / -13.245
- expectation value of S² = 0.756
- total charge = +2
- M (Da) = 125.148
- E_HOMO (spin up / spin down) (eV) = -18.7 / -18.7
- ΔE to the lowest compared entry with this formula, charge and spin (kJ/mol) = 516.8
- 2S+1 = 2

Geometry (Å):
C -0.483 -1.296 1.176
C -0.191 0.168 0.945
C 1.190 0.578 0.890
N 1.437 1.953 0.430
O 2.047 -0.283 0.187
N -1.370 -1.995 0.271
H 0.464 -1.873 1.136
H -0.820 -1.369 2.225
H 1.572 0.540 1.954
H -0.709 0.857 1.626
H 2.113 2.465 0.999
H 0.584 2.493 0.343
H -2.029 -2.623 0.758
H 1.605 -0.504 -0.659
H -2.021 -1.345 -0.265
H 1.480 1.322 -1.508
H 1.660 0.739 -2.939
O 1.175 0.630 -2.113
H -3.176 -0.341 -2.312
H -2.171 0.350 -1.336
O -2.357 -0.467 -1.808

Results of the natural (NBO) charge analysis, in e, for atoms 1 through 2: -0.42, 0.27

***

7.
Computed, not measured: a cluster of 3 separate species, C3H13N2O3 in total at a distorted geometry, with wB97M-V/def2-TZVPD.

Computed properties:
- gap between HOMO and LUMO (spin up / spin down) (eV) = 11.22 / 5.19
- E_LUMO (spin up / spin down) (eV) = -7.705 / -13.696
- expectation value of S² = 0.756
- total charge = +2
- M (Da) = 125.148
- E_HOMO (spin up / spin down) (eV) = -18.9 / -18.9
- ΔE to the lowest compared entry with this formula, charge and spin (kJ/mol) = 192.1
- 2S+1 = 2

Geometry (Å):
O 1.358 -0.657 0.720
C 1.624 -0.600 -0.441
N 2.693 -1.109 -0.980
C 0.672 0.122 -1.419
N -0.686 0.366 -0.679
C -1.397 1.543 -1.057
H 3.412 -1.446 -0.366
H 2.952 -0.988 -2.040
H 1.364 0.958 -1.651
H 0.465 -0.257 -2.437
H -0.565 0.203 0.471
H -1.155 -0.486 -0.894
H -2.238 1.897 -0.449
H -1.863 1.440 -2.014
H -0.570 2.360 -1.105
H -1.610 -2.324 1.123
H -0.933 -1.219 2.057
O -1.049 -1.599 1.150
H -0.085 0.308 3.613
H -1.410 1.186 3.252
O -0.980 0.301 3.147

Results of the natural (NBO) charge analysis, in e, for atoms 1 through 2: -0.09, 0.61

***

8.
Computed, not measured: a cluster of 2 separate species, C3H13N2OS in total at a distorted geometry, with wB97M-V/def2-TZVPD.

Computed properties:
- gap between HOMO and LUMO (eV) = 9.99
- E_LUMO (eV) = -2.814
- total charge = +1
- M (Da) = 125.217
- E_HOMO (eV) = -12.8
- ΔE to the lowest compared entry with this formula, charge and spin (kJ/mol) = 15.5
- 2S+1 = 1

Geometry (Å):
N 0.018 -0.705 0.862
C 0.161 0.433 -0.095
C 0.206 1.797 0.602
S -1.457 2.284 1.146
C 1.517 0.236 -0.809
N 1.615 -1.148 -1.274
H 0.650 -1.419 0.451
H 0.396 -0.505 1.786
H -0.946 -0.982 1.038
H -0.620 0.251 -0.831
H 0.745 1.763 1.553
H 0.738 2.468 -0.069
H -1.951 2.837 0.026
H 2.342 0.545 -0.163
H 1.534 0.949 -1.642
H 2.553 -1.521 -1.243
H 1.282 -1.182 -2.228
H -3.055 -1.964 -0.467
H -3.148 -2.271 1.011
O -2.581 -1.866 0.347

Results of the natural (NBO) charge analysis, in e, for atoms 1 through 2: -0.71, -0.07

***

Question: 2S+1 of number 5 (C3H13N2O3)?
Answer: 1

***

Question: Look up the 2S+1 of the fifth one.
Answer: 1

***

Question: Which of these has the highest ΔE to the lowest compared entry with this formula, charge and spin?
Answer: number 6